61
Properties=species:S:1:pos:R:3:forces:R:3 method="wB97M-V/def2-TZVPD" orbital_gap_ev="5.39 / 3.43" s2=2.03 lumo_ev="-4.6 / -6.7" multiplicity=3 total_charge=+1
W -0.69064 -1.89679 -0.52026 2.753 -2.251 -1.671
S -2.72299 -1.09401 0.00853 -2.764 1.091 0.965
C -3.05961 -2.45075 1.11020 2.563 0.054 -0.474
S -1.53467 -3.29396 1.31189 -2.779 0.334 0.526
C -4.39574 -2.76016 1.52733 0.934 1.303 -0.282
C -4.89413 -4.03664 1.76042 -1.714 -3.195 0.004
N -5.44024 -5.06603 1.82015 1.132 1.718 0.135
C -5.19694 -1.71462 1.82880 -2.481 2.355 2.352
N -5.86863 -0.91643 2.46029 3.836 -2.196 -2.029
F 2.76399 3.95138 -0.73991 -1.129 1.477 -0.595
C 1.83043 4.87795 -0.39750 0.374 -1.354 1.779
F 1.25826 4.39221 0.74535 -0.094 0.429 -1.221
F 2.40657 5.98079 -0.06493 0.616 1.090 -0.269
S 0.47797 5.29283 -1.74214 -4.520 -2.847 1.187
O -0.48803 6.30550 -1.22717 2.698 -1.342 -0.836
O -0.17073 3.87356 -1.82408 2.372 3.339 -0.148
N 0.82357 -1.20796 0.04082 -0.131 2.732 2.879
S -1.54659 2.86056 11.04322 -0.627 0.341 2.522
O -2.60836 2.22568 11.87731 2.872 1.886 -1.779
O -0.60639 3.87109 11.57540 -2.246 -2.226 -0.736
C -6.77650 0.14877 2.51131 -0.234 1.871 -1.962
F -6.25171 1.40725 2.59533 0.505 -1.661 0.259
F -7.47158 0.20076 1.34804 -0.309 -0.489 1.045
F -7.47249 -0.06272 3.57661 -1.427 0.073 0.511
C -0.05651 0.71632 -3.41214 -1.538 -0.417 -0.990
Se -0.33521 -1.19198 -2.87871 -0.208 0.052 -0.623
C -2.33413 -4.18966 -4.14186 -0.234 -0.658 -0.060
C -2.26427 -5.49954 -3.94856 0.808 0.635 -0.151
Se -0.07526 -4.31726 -1.11488 -0.882 0.294 -0.115
C 1.86283 -4.44946 -1.05374 -0.401 -0.119 -0.993
H -1.06054 1.15818 -3.65996 1.005 -0.242 0.634
H 0.42364 0.57355 -4.39311 0.174 0.236 0.569
H 0.52634 1.33271 -2.73727 -0.311 0.039 -0.338
H -2.08043 -3.67308 -5.03301 0.002 0.102 -0.952
H -2.69554 -3.54768 -3.37078 0.020 0.342 0.675
H -1.92946 -6.23664 -4.66369 -0.016 0.170 -0.262
H -2.31417 -5.82610 -2.93971 -0.644 -0.609 0.698
H 2.19841 -4.00823 -2.00588 0.312 -0.055 0.685
H 2.01123 -5.54791 -1.08552 0.298 0.821 0.389
H 2.16689 -3.91642 -0.15515 0.484 -0.355 -0.250
N 6.01330 2.13121 -1.06804 -0.426 0.100 -0.876
C 5.58175 1.45948 -2.20742 -0.360 -0.915 -2.085
N 5.71166 2.24821 -3.40331 1.484 -0.188 0.639
O 5.10977 0.30013 -2.25933 0.992 2.997 0.844
H 6.06500 3.15591 -1.07765 -0.063 -0.825 -0.278
H 5.55176 1.77110 -0.26875 -0.040 -0.332 0.933
H 6.57762 2.84808 -3.45727 -1.411 -0.827 0.382
H 5.68961 1.67380 -4.24780 -0.226 0.040 0.524
C 2.19850 1.01889 -0.66344 -0.418 0.351 0.321
As 1.04905 0.50434 0.91841 3.530 -1.936 -1.723
C 2.13512 -0.14947 2.66120 -1.041 0.904 -1.248
C -0.28302 1.87637 1.22519 -0.831 -0.350 0.862
H 2.66123 2.00880 -0.58255 -0.423 -0.508 0.159
H 1.49822 1.00323 -1.56491 1.284 -0.329 1.618
H 3.02577 0.28608 -0.71674 -0.746 0.075 -0.182
H 1.93237 0.59839 3.44666 0.289 -0.360 -0.383
H 3.22883 -0.34891 2.49112 -1.329 0.358 -0.208
H 1.55145 -1.05320 2.84131 0.347 -0.042 0.155
H -0.80947 1.57961 2.14120 -0.045 0.157 -0.237
H -0.99467 1.92446 0.41092 -0.090 -0.321 -0.317
H 0.09751 2.89843 1.35016 0.456 -0.817 0.025

***

176
Properties=species:S:1:pos:R:3:forces:R:3 method="wB97M-V/def2-TZVPD" orbital_gap_ev=7.93 lumo_ev=-0.2 multiplicity=1
O 1.90567 10.93660 -3.31614 -0.910 -0.437 0.539
P 0.69476 10.07413 -3.26274 -0.627 -0.371 -0.072
N -0.74221 10.88745 -2.85428 -0.133 -0.964 -0.239
C -0.71025 12.21837 -2.34861 0.225 1.536 -0.445
C -2.14075 10.38610 -2.82883 1.430 -0.514 -0.579
N 0.85065 8.84434 -2.05787 0.689 0.595 -1.545
C -0.13342 7.86768 -1.78803 -0.948 -1.153 0.608
C 1.98088 8.75064 -1.13450 0.633 0.944 -1.339
N 0.31553 9.35836 -4.78804 -0.233 0.221 0.805
C -0.28595 10.07925 -5.92577 -0.240 -0.155 0.913
C 1.09731 8.21473 -5.27144 0.032 0.228 0.933
H -1.31275 12.40812 -1.46030 0.119 -0.552 0.414
H -1.19141 12.83666 -3.10644 0.042 0.559 -0.130
H 0.29385 12.61331 -2.19401 -0.002 -0.255 -0.004
H -2.82424 11.18850 -3.10647 0.068 0.079 -0.050
H -2.40704 10.01362 -1.83965 -0.082 -0.014 0.062
H -2.22322 9.58717 -3.56573 -0.202 -0.110 0.105
H 0.33787 6.93210 -1.48692 0.328 -0.097 0.172
H -0.73379 8.17678 -0.93239 -0.451 -0.080 0.087
H -0.78549 7.51435 -2.58682 -0.053 0.747 -0.401
H 1.77210 8.84898 -0.06921 -0.605 0.294 -0.040
H 2.52856 7.81422 -1.24065 -0.043 -0.208 -0.241
H 2.61493 9.56691 -1.48060 0.456 -0.064 0.554
H -0.91042 9.36273 -6.45938 -0.079 0.003 -0.154
H -0.94173 10.88446 -5.59458 0.213 0.087 0.071
H 0.47126 10.45180 -6.61565 0.072 0.200 0.049
H 1.08858 8.16180 -6.36011 -0.121 0.070 0.103
H 0.65278 7.31254 -4.85126 0.297 -0.327 -0.160
H 2.13479 8.32084 -4.95444 0.118 -0.272 -0.013
O 4.06106 -0.60420 0.80877 -1.216 0.103 -0.096
P 2.72665 0.04909 0.86994 -2.283 -0.973 -0.267
N 2.03970 0.39879 -0.61821 -0.943 1.669 -1.427
C 0.69653 1.11689 -0.76888 1.218 -0.822 -0.762
C 2.58403 -0.03927 -1.90287 1.762 -0.474 -0.170
N 2.72539 1.55495 1.67222 -0.520 -0.919 0.688
C 3.22751 1.37779 3.04172 -0.285 -0.676 0.474
C 3.42512 2.58282 0.93265 0.969 0.438 -0.878
N 1.39234 -0.94955 1.56230 1.698 1.564 -0.537
C 0.10069 -0.33885 1.83994 0.852 0.678 0.398
C 1.33971 -2.34258 1.08626 1.256 0.099 1.308
H -0.07382 0.35929 -0.91274 -0.298 0.190 0.629
H 0.65206 1.64290 -1.72253 0.641 0.075 -0.166
H 0.48915 1.90379 -0.04370 0.058 -0.644 0.485
H 3.62760 0.23996 -2.04810 0.346 0.302 0.569
H 2.18380 0.36280 -2.83360 -1.005 0.254 0.553
H 2.66217 -1.11872 -2.03240 -0.590 -0.252 0.198
H 4.25619 1.01746 3.04954 0.253 0.262 0.041
H 3.10223 2.23484 3.70343 0.092 0.372 -0.501
H 2.64973 0.59564 3.53419 -0.116 -0.168 -0.115
H 2.79821 3.16698 0.25898 -0.295 -0.127 0.123
H 3.98048 3.28681 1.55238 -0.476 -0.062 0.544
H 4.22968 2.16916 0.32463 0.075 -0.231 -0.289
H -0.51363 -0.27062 0.94214 -0.364 -0.095 0.348
H -0.41398 -0.79295 2.68672 -0.115 -0.611 -0.244
H 0.31495 0.65564 2.23131 -0.186 0.305 -0.348
H 0.33310 -2.72736 0.92263 0.005 0.309 -0.030
H 1.81488 -2.84481 1.92893 -0.352 -0.989 -0.139
H 1.99672 -2.58163 0.25002 -0.195 0.400 -0.365
O -5.80410 0.54479 2.05533 -0.062 -0.185 0.464
P -7.09626 1.18235 1.75175 -0.956 -1.211 0.476
N -8.41194 0.06710 1.93908 1.762 0.846 -0.032
C -9.77743 0.49540 1.76550 0.240 -0.339 0.018
C -8.22933 -1.36371 2.15099 0.521 -0.211 -0.632
N -7.12949 1.77562 0.15840 -0.973 0.708 -0.508
C -6.27606 2.97453 -0.05235 1.101 -0.278 0.165
C -7.21767 0.86107 -1.06203 -0.001 0.288 1.241
N -7.45466 2.45475 2.82476 0.976 0.447 0.683
C -8.53363 3.39743 2.57888 -0.664 -1.091 -0.847
C -7.16084 2.32204 4.31118 -0.171 -0.525 -1.343
H -10.18694 0.84530 2.71312 -0.334 0.156 -0.034
H -10.32553 -0.39618 1.46093 -0.400 0.298 -0.233
H -9.82629 1.26726 0.99741 -0.324 0.025 0.023
H -9.11602 -1.85320 2.55385 -0.140 0.427 0.242
H -7.38724 -1.63118 2.78931 0.021 0.382 0.014
H -8.06104 -1.84260 1.18639 0.136 -0.329 -0.172
H -6.48412 3.88484 0.50992 -1.101 -0.175 0.020
H -5.25731 2.81315 0.30007 0.326 -0.591 -0.079
H -6.15048 3.24815 -1.09995 -0.532 -0.229 -0.066
H -6.25028 0.39783 -1.25610 0.071 0.059 -0.063
H -7.95554 0.06334 -0.97675 0.056 -0.042 0.831
H -7.58230 1.35385 -1.96331 0.353 0.745 0.240
H -9.47086 2.84635 2.65645 -0.439 0.432 0.312
H -8.56537 4.23862 3.27134 0.387 -0.038 -0.152
H -8.50089 3.70251 1.53296 0.097 0.452 0.093
H -6.17064 1.89693 4.47517 -0.071 0.117 -0.149
H -7.89147 1.69292 4.81960 -0.161 -0.320 -0.140
H -7.25925 3.29088 4.80083 0.297 0.173 -0.381
O 5.67016 -10.42047 -0.60922 -1.684 0.641 0.120
P 4.45766 -9.56928 -0.38493 -0.997 1.019 0.957
N 4.77380 -7.98909 0.30421 -1.977 -1.937 1.469
C 5.48043 -6.97697 -0.47174 -0.301 -1.178 -0.283
C 4.84506 -7.88790 1.80204 1.105 1.377 -1.085
N 3.28663 -10.19326 0.75926 1.086 3.470 -0.262
C 3.05726 -11.56651 1.05451 -0.240 -0.525 -1.364
C 2.04598 -9.37892 1.02696 0.703 -0.759 -0.588
N 3.56019 -9.26143 -1.83787 1.875 0.147 0.625
C 2.59357 -8.19278 -2.03136 0.575 0.003 0.041
C 4.27875 -9.57861 -3.09136 -0.129 -0.881 0.415
H 5.60634 -6.01144 0.01817 0.044 -0.329 0.459
H 4.86373 -6.76858 -1.34602 0.374 -0.043 -0.358
H 6.42633 -7.45755 -0.72151 0.418 0.813 -0.487
H 5.85494 -8.07597 2.16657 0.099 -0.899 0.106
H 4.08483 -8.39147 2.39918 0.141 -0.163 -0.562
H 4.81831 -6.81749 2.00601 -0.667 0.224 0.087
H 3.94329 -12.18388 0.90649 0.066 0.173 0.318
H 2.59289 -11.68940 2.03296 0.276 -0.051 0.115
H 2.34058 -11.86122 0.28794 -0.427 -0.926 0.145
H 1.24678 -9.72266 0.37028 -0.218 -0.142 -0.100
H 1.71059 -9.53708 2.05195 0.166 -0.037 0.113
H 2.13340 -8.30754 0.84643 0.516 -0.188 0.169
H 3.04120 -7.35148 -2.56044 0.299 0.315 0.062
H 1.85555 -8.55717 -2.74594 -0.643 0.023 0.537
H 2.24551 -7.81716 -1.06915 -0.481 -0.204 -0.410
H 4.04811 -8.89754 -3.91052 -0.221 0.155 0.226
H 3.95005 -10.58363 -3.35593 0.284 -0.035 -0.523
H 5.36035 -9.59127 -2.95699 -0.056 -0.046 0.061
C -4.23966 -4.10722 -1.49659 0.676 0.181 0.171
S -4.08526 -5.87871 -1.39750 0.327 -1.312 2.092
O -3.33791 -6.23857 -0.08089 -1.633 0.944 -2.442
C -5.86336 -6.19773 -1.19141 -1.232 0.006 -0.176
H -4.88118 -3.80096 -2.32288 -0.007 -0.156 0.070
H -3.20922 -3.82486 -1.71239 -0.089 0.456 0.088
H -4.55860 -3.69770 -0.53812 -0.025 0.000 -0.061
H -6.15238 -7.23344 -1.36987 0.566 -0.171 0.373
H -6.49576 -5.67194 -1.90673 0.646 0.308 -0.734
H -6.34514 -5.82965 -0.28560 0.786 -0.236 0.634
C 2.59274 -4.06958 6.52169 0.916 0.320 -0.608
S 1.40607 -5.44349 6.71464 -0.767 2.402 3.302
O 1.21298 -5.46523 8.23734 0.794 -1.260 -1.225
C -0.00491 -4.38890 6.38197 -0.890 0.465 -1.283
H 2.69672 -3.44604 7.40965 -0.605 -0.540 0.458
H 2.30878 -3.35519 5.74895 -0.075 -0.383 -0.395
H 3.59717 -4.44120 6.31898 -0.091 -0.191 -0.194
H -0.15848 -4.30567 5.30605 -0.196 -0.049 -0.155
H 0.09668 -3.37222 6.76162 0.638 -0.162 0.216
H -0.90961 -4.76115 6.86264 0.275 -0.579 -0.127
C 2.31529 -3.11887 -8.49083 -0.205 0.194 0.702
S 0.71030 -4.00850 -8.63929 0.738 -2.538 0.725
O 0.93883 -5.43053 -8.08284 -0.272 2.228 -0.867
C -0.34028 -3.21000 -7.42854 -0.216 1.265 0.932
H 2.67755 -3.00743 -7.46883 -0.529 0.040 0.280
H 2.20326 -2.13499 -8.94638 0.049 -0.059 -0.095
H 3.12497 -3.68520 -8.95106 -0.543 -0.203 -0.552
H -0.00190 -3.26218 -6.39373 0.466 -0.516 -0.104
H -1.36651 -3.57738 -7.42961 0.255 -0.551 -0.482
H -0.45491 -2.13826 -7.59090 0.250 0.147 -0.527
C -0.75209 1.30407 10.00595 0.111 1.174 1.467
S 0.47703 2.02428 8.82510 -1.195 -2.551 -1.808
O 1.47580 0.98558 8.36769 -0.611 1.029 0.920
C -0.72266 2.00459 7.40834 0.187 0.629 -0.432
H -1.01179 0.26033 10.18274 0.742 -0.247 -0.904
H -1.70557 1.82903 9.94775 0.019 0.241 -0.606
H -0.36483 1.68967 10.94906 0.111 -0.318 0.325
H -1.47564 2.79141 7.45342 0.148 0.210 0.300
H -1.26444 1.07679 7.22459 0.370 -0.312 0.632
H -0.11552 2.17612 6.51950 0.123 0.125 0.075
C -3.53437 3.82131 -7.41575 -0.151 0.200 0.394
S -2.28849 3.11011 -6.19127 -0.545 -1.867 -2.503
O -2.78227 1.70419 -5.86875 0.668 1.921 -0.224
C -0.95553 2.87007 -7.53649 0.529 0.071 0.367
H -3.76951 3.17109 -8.25838 0.517 -0.358 0.182
H -3.23587 4.79464 -7.80515 0.494 -0.050 0.108
H -4.49089 4.00995 -6.92831 0.163 -0.216 0.498
H -0.06740 2.40547 -7.10817 -0.251 -0.140 0.610
H -0.54317 3.78008 -7.97231 -0.544 0.504 0.277
H -1.20141 2.23017 -8.38393 -0.868 -0.068 0.295
C 10.09280 1.19169 3.64221 -0.331 -0.013 0.582
S 11.83443 1.60575 4.19636 -0.029 2.106 -0.013
O 11.89319 3.06092 4.71333 -0.447 -2.247 -1.084
C 11.94410 0.70588 5.73909 -1.828 -0.726 0.375
H 9.75920 1.72555 2.75237 0.826 0.312 -0.094
H 9.32977 1.44446 4.37841 0.324 0.096 0.477
H 9.95402 0.13612 3.40850 0.530 -0.151 0.129
H 11.58079 -0.32179 5.73969 0.665 -0.429 -0.764
H 11.09838 1.11301 6.29324 0.539 0.763 0.613
H 12.92133 0.79221 6.21413 -0.258 0.285 -0.225